Entry from the Open Molecules 2025 dataset: a structure of composition C4H6N2 (ωB97M-V/def2-TZVPD).

Each line ends with the Mulliken charge.
Positions of all 12 atoms, in Å:
C 1.85191 -0.31233 -0.49988  -0.03
C -1.00400 0.88452 -0.06592  -0.14
C 0.68470 -1.37080 0.22423  -0.30
C -0.48654 -0.96675 0.50054  -0.36
N 1.63705 0.86345 -0.70996  -0.66
N -1.66296 1.53727 0.79863  -0.59
H 0.29390 1.00913 -0.21852  0.41
H -2.51129 1.95731 0.41424  0.26
H 2.68683 -0.92368 -0.82317  0.33
H -1.29715 0.78467 -1.11830  0.37
H 1.19326 -2.29135 0.45716  0.35
H -1.38569 -1.17145 1.04095  0.38

Output
- Energy: -7219.3121 eV
- HOMO energy (spin up / spin down): -9.084 / -9.084 eV
- Charge: 0
- Molecular weight: 82.11 g mol⁻¹
- Relative energy (zero: lowest compared OMol25 entry of this formula, charge and spin): 144.8 kcal/mol
- Maximum force: 0.0530 hartree/bohr

***

Entry from the Open Molecules 2025 dataset: a structure of composition C11H7F6FeN3O5S2 (ωB97M-V/def2-TZVPD).

Each line ends with the Mulliken charge.
Positions of all 35 atoms, in Å:
Fe -0.17730 -1.05638 -1.00745  0.57
O 1.65426 -1.45575 -0.91040  -0.86
C 2.51005 -1.18994 0.05718  1.06
C 3.87470 -1.10364 -0.26435  -0.60
C 4.82227 -0.83131 0.69432  -0.47
C 4.45013 -0.65487 2.02637  -0.79
C 3.11814 -0.74731 2.36193  -0.77
C 2.12599 -1.00451 1.40611  -0.10
C 0.72457 -1.05605 1.82308  1.05
N -0.34417 -1.28124 1.06788  -0.15
C -1.45075 -1.24257 1.88947  -0.42
C -1.05207 -0.99212 3.15858  -0.54
N 0.31773 -0.87934 3.10256  -0.05
H 4.14786 -1.24579 -1.30125  0.44
H 5.86395 -0.75525 0.40979  0.38
H 5.19085 -0.44783 2.78562  0.40
H 2.85061 -0.62176 3.40411  0.25
H -2.44786 -1.38083 1.50813  0.56
H -1.60054 -0.89083 4.07665  0.44
H 0.91965 -0.68916 3.88226  0.16
F -4.70583 1.54425 -2.70067  -0.21
C -4.01707 0.41350 -2.74555  0.55
F -4.86302 -0.60507 -2.87838  -0.22
F -3.19383 0.42553 -3.78901  -0.18
S -3.10942 0.09934 -1.16398  1.11
O -2.07049 -0.84472 -1.64450  -0.59
O -4.11805 -0.44300 -0.32303  -0.57
N -2.47337 1.35535 -0.53057  -0.54
S -1.14453 2.13349 -0.95606  1.30
O -0.00705 1.22688 -0.87132  -0.50
O -1.09418 3.37352 -0.26912  -0.64
C -1.17641 2.61569 -2.75396  0.58
F -0.71127 1.62968 -3.51497  -0.20
F -2.41135 2.92274 -3.13453  -0.23
F -0.40219 3.67930 -2.89494  -0.21

Output
- Spin multiplicity: 5
- Energy: -98591.6286 eV
- ⟨S²⟩: 6.01
- HOMO energy (spin up / spin down): -8.190 / -8.274 eV
- Charge: 0
- Molecular weight: 495.16 g mol⁻¹
- Maximum force: 0.0253 hartree/bohr

***

Entry from the Open Molecules 2025 dataset: a structure of composition C2H2N4 (ωB97M-V/def2-TZVPD).

Each line ends with the Mulliken charge.
Positions of all 8 atoms, in Å:
C 0.79945 0.80468 0.18446  -0.06
N 0.68125 -0.60239 0.35600  -0.24
N 0.35398 -1.28058 -0.92000  -0.12
N -0.83438 -0.94192 -1.03998  -0.22
C -0.81459 -0.14535 0.18844  0.43
N -0.40921 1.22823 0.05456  -0.46
H 1.71869 1.37255 0.19927  0.35
H -1.49519 -0.43521 0.97726  0.32

Output
- Energy: -8062.1274 eV
- HOMO energy: -10.659 eV
- Charge: 0
- Molecular weight: 82.07 g mol⁻¹
- Relative energy (zero: lowest compared OMol25 entry of this formula, charge and spin): 92.3 kcal/mol
- Maximum force: 0.0398 hartree/bohr

***

Entry from the Open Molecules 2025 dataset: a structure of composition C50H31N8PTi (ωB97M-V/def2-TZVPD).

Each line ends with the Mulliken charge.
Positions of all 91 atoms, in Å:
Ti -1.03240 0.12734 0.00794  -0.47
C -2.36341 6.50343 0.90420  -0.88
C -2.70220 6.45662 -0.44704  -0.61
C -2.56662 5.31913 -1.20699  -0.36
C -2.06544 4.20776 -0.55390  0.37
C -1.80643 2.88276 -1.02669  -0.68
N -1.40817 2.08309 0.05522  1.35
C -1.52543 2.83981 1.16000  -0.26
N -1.33071 2.49684 2.44130  -0.34
C -1.22277 1.24991 2.80781  -0.68
C -0.92204 0.83804 4.15045  0.82
C -0.63014 1.53711 5.31756  -0.51
C -0.52256 0.81754 6.47945  -0.67
C -0.59566 -0.61271 6.47915  -0.66
C -0.77291 -1.29069 5.31931  -0.27
C -0.95940 -0.54106 4.13332  0.52
C -1.28088 -0.99184 2.77226  -0.32
N -1.37948 -2.22686 2.43607  -0.40
C -1.46858 -2.65958 1.15419  -0.70
N -1.43949 -1.83570 0.12086  0.68
C -1.55390 -2.63136 -1.05067  -1.06
N -1.57581 -2.21909 -2.29662  -0.31
C -1.55320 -0.97856 -2.70693  -0.50
N -1.67998 0.15707 -1.88474  0.03
C -1.77354 1.26021 -2.70844  -0.72
N -1.95053 2.53500 -2.28314  -0.50
C -1.62620 0.86540 -4.08320  0.48
C -1.69890 1.58104 -5.28978  -0.25
C -1.66841 0.79521 -6.44409  -0.72
C -1.40677 -0.60108 -6.43525  -0.76
C -1.31049 -1.24190 -5.24018  -0.18
C -1.50521 -0.52099 -4.07503  0.76
C -1.53758 -4.01234 -0.63772  1.25
C -1.55159 -5.13295 -1.44842  -0.52
C -1.61059 -6.35183 -0.80910  -0.72
C -1.60169 -6.42040 0.60271  -0.64
C -1.49189 -5.28895 1.39031  -0.05
C -1.50150 -4.04643 0.76093  0.32
N -1.41299 0.15274 1.96620  -0.17
C -1.87451 4.19173 0.82961  0.40
C -1.96880 5.36163 1.55831  -0.05
H -2.59984 7.40504 1.41221  0.42
H -3.03014 7.36257 -0.88897  0.45
H -2.75999 5.25765 -2.25042  0.59
H -0.56140 2.60626 5.36782  0.58
H -0.35002 1.36840 7.38213  0.46
H -0.47929 -1.14501 7.43467  0.40
H -0.73188 -2.37827 5.34417  0.54
H -1.83977 2.64853 -5.35283  0.56
H -1.72058 1.31295 -7.37369  0.42
H -1.30584 -1.20302 -7.34082  0.45
H -1.09314 -2.30120 -5.25483  0.54
H -1.55685 -5.01301 -2.51857  0.61
H -1.70127 -7.29452 -1.26171  0.49
H -1.64639 -7.44394 1.02101  0.37
H -1.47563 -5.31480 2.48017  0.53
H -1.77850 5.33573 2.63752  0.52
C 2.54553 -0.36958 -4.41529  -0.76
C 1.80326 0.70056 -3.92065  -0.81
C 1.50207 0.75834 -2.56553  -0.33
C 1.96046 -0.26473 -1.72305  0.23
C 2.69728 -1.34409 -2.25829  -0.75
C 2.99066 -1.37154 -3.59321  -0.65
P 1.44669 -0.07612 0.01326  3.26
C 2.38119 1.35484 0.64854  -0.15
C 1.94158 1.99593 1.78307  -0.31
C 2.57633 3.17324 2.25465  -0.61
C 3.72370 3.61132 1.60464  -0.72
C 4.21080 2.92606 0.48310  -0.72
C 3.53771 1.81248 0.00198  -0.83
C 1.97687 -1.52492 0.94629  0.50
C 1.55586 -2.76943 0.47672  -0.71
C 1.75583 -3.91482 1.26842  -0.84
C 2.44363 -3.81332 2.46775  -0.93
C 2.91132 -2.57761 2.89566  -0.71
C 2.66337 -1.43979 2.14201  -0.50
H 2.80644 -0.37062 -5.45627  0.43
H 1.48563 1.44484 -4.61539  0.50
H 0.81379 1.50862 -2.19714  0.55
H 3.15140 -2.08367 -1.61644  0.49
H 3.54031 -2.22664 -3.98736  0.44
H 1.10854 1.60039 2.31446  0.65
H 2.13020 3.68977 3.07771  0.57
H 4.23216 4.48493 2.00497  0.40
H 5.11237 3.27186 0.01374  0.47
H 3.91549 1.27113 -0.85775  0.47
H 1.02666 -2.81823 -0.49671  0.65
H 1.35957 -4.88103 0.92288  0.47
H 2.55438 -4.68895 3.09448  0.42
H 3.55050 -2.45399 3.79052  0.43
H 3.06776 -0.47366 2.44119  0.45

Output
- Spin multiplicity: 2
- Energy: -96677.2354 eV
- ⟨S²⟩: 1.11
- HOMO energy (spin up / spin down): -9.183 / -9.192 eV
- Charge: +1
- Molecular weight: 822.69 g mol⁻¹
- Maximum force: 0.0409 hartree/bohr

***

Entry from the Open Molecules 2025 dataset: an isolated molecule of C8H14O4 (ωB97M-V/def2-TZVPD).

Each line ends with the Mulliken charge.
Positions of all 26 atoms, in Å:
C 0.76745 0.08453 1.91873  -0.57
C -1.24520 -0.35247 0.84749  0.16
C 1.19775 0.78627 0.66926  -0.26
C -0.56381 0.33735 -0.28819  -0.59
C 0.83810 0.15799 -0.70263  2.16
C 1.38077 -1.29543 -0.61036  -1.90
C 1.21386 1.11574 -1.85453  -1.75
C -2.17147 -1.51578 0.45783  -0.61
O -0.26152 -0.89444 1.71726  -0.48
O 1.51123 2.09646 0.83656  -0.51
O -1.23964 1.38804 -0.70421  -0.48
O -3.17410 -1.10476 -0.48771  -0.59
H 1.49565 -0.61471 2.26148  0.31
H 0.40707 0.72915 2.80568  0.29
H -1.70378 0.40529 1.39136  0.64
H 1.17811 -1.73326 -1.53059  0.48
H 0.90157 -1.83057 0.23257  0.36
H 2.43201 -1.33080 -0.65495  0.43
H 1.26492 0.56562 -2.75091  0.40
H 2.16053 1.50808 -1.53809  0.47
H 0.43846 1.82679 -2.00251  0.40
H -2.55722 -1.87018 1.36524  0.35
H -1.60172 -2.22587 -0.11555  0.30
H 1.84909 2.46586 0.07856  0.31
H -1.44833 1.97781 -0.00310  0.36
H -3.06977 -0.67672 -1.33870  0.31

Output
- Energy: -16708.2928 eV
- HOMO energy: -6.766 eV
- Charge: 0
- Molecular weight: 174.20 g mol⁻¹
- Relative energy (zero: lowest compared OMol25 entry of this formula, charge and spin): 145.6 kcal/mol
- Maximum force: 0.0792 hartree/bohr

***

Entry from the Open Molecules 2025 dataset: a structure of composition C2HClNO2 (ωB97M-V/def2-TZVPD).

Each line ends with the Mulliken charge.
Positions of all 7 atoms, in Å:
C 0.75593 0.38897 0.73163  0.08
C 1.38937 1.85580 1.95336  0.69
N -0.09940 0.38742 -0.13806  -0.52
O 1.69566 2.77362 1.24028  -0.53
O 1.25388 1.47694 3.08946  -0.54
Cl 2.09403 -1.08591 0.66697  -0.44
H -0.34150 -0.50556 -0.76701  0.27

Output
- Energy: -20198.5082 eV
- HOMO energy: -4.205 eV
- Charge: -1
- Molecular weight: 106.49 g mol⁻¹
- Relative energy (zero: lowest compared OMol25 entry of this formula, charge and spin): 37.6 kcal/mol
- Maximum force: 0.0709 hartree/bohr